[1]
A 2-piece molecular cluster, C8H12N2O overall, computed with ωB97M-V with the def2-TZVPD basis set.

ΔE to the lowest compared entry with this formula, charge and spin   66.7 kcal per mole
HOMO level   -9.57 eV
Charge   0
Lowest unoccupied orbital energy   0.53 eV
Kohn-Sham gap   10.1 eV
Maximum force   6.9 eV/A
SMILES string   CNC(C)=O.c1ccncc1

Element x y z (Å)
1 C -2.30045 1.71152 0.00152
2 C -2.40291 0.12199 -0.05869
3 C -1.22265 -1.95608 -0.15656
4 C 1.35636 0.30970 1.26844
5 C 1.45837 1.36798 0.39837
6 C 2.11758 1.17642 -0.76144
7 C 2.55076 -0.09198 -1.09982
8 C 2.45788 -0.96236 -0.07433
9 H -1.42550 2.24698 -0.16616
10 H -2.76287 2.00862 0.91078
11 H -2.98787 2.09981 -0.73464
12 H -0.39716 -0.02255 -0.26067
13 H -2.29950 -2.29467 0.06450
14 H -0.73499 -2.52320 -0.85838
15 H -0.85721 -2.15658 0.87526
16 H 0.90467 0.28896 2.30832
17 H 1.05086 2.37757 0.86583
18 H 2.46637 2.09406 -1.34352
19 H 3.52440 -0.52309 -1.75157
20 H 2.98150 -1.86046 -0.35505
21 N -1.23855 -0.40483 -0.49950
22 N 1.88870 -0.85433 1.03946
23 O -3.51293 -0.37306 -0.05491


[2]
C8H12N2O as an isolated structure, computed with ωB97M-V with the def2-TZVPD basis set.

ΔE to the lowest compared entry with this formula, charge and spin   138.8 kcal per mole
HOMO level   -8.75 eV
Charge   0
Lowest unoccupied orbital energy   0.37 eV
Kohn-Sham gap   9.1 eV
Maximum force   6.3 eV/A

Element x y z (Å)
1 C 2.15165 -3.13800 -0.29802
2 C 2.25679 -1.66907 -0.51042
3 C 0.59835 0.24839 -0.80065
4 C -2.11450 1.24481 -0.74109
5 C -0.92665 2.00865 -0.51668
6 C -0.53548 2.11573 0.82571
7 C -1.45616 1.77470 1.85197
8 C -2.65158 1.05780 1.49398
9 H 0.98008 -3.44719 -0.77135
10 H 2.10006 -3.61443 0.98338
11 H 2.93765 -3.46199 -1.08764
12 H 0.42649 -1.80089 0.14708
13 H 1.48290 0.66633 -1.34791
14 H -0.16360 0.08381 -1.74216
15 H 0.23816 1.15311 -0.09998
16 H -2.32305 0.69098 -1.63956
17 H -0.09445 2.16890 -1.20695
18 H 0.29557 2.62809 1.12412
19 H -1.17381 1.83580 2.92988
20 H -3.34047 0.79720 2.33594
21 N 1.04214 -1.06213 -0.12287
22 N -2.91869 0.75814 0.24096
23 O 3.18861 -1.03875 -1.04774


[3]
One molecule with the formula C8H12N2O3, computed with ωB97M-V with the def2-TZVPD basis set.

ΔE to the lowest compared entry with this formula, charge and spin   214.8 kcal per mole
HOMO level (spin up / spin down)   -7.64 / -7.64 eV
Charge   0
Lowest unoccupied orbital energy (spin up / spin down)   -0.62 / -0.61 eV
Kohn-Sham gap (spin up / spin down)   7.0 / 7.0 eV
Maximum force   4.6 eV/A

Element x y z (Å)
1 C -0.61227 -0.43742 -0.40030
2 C 3.17187 0.02468 -0.89008
3 C 1.60508 -1.07537 0.43353
4 C 1.58788 -2.01926 1.56178
5 C -1.62324 1.33575 0.96834
6 C -2.95523 -0.41075 -0.16757
7 C -1.79931 1.50763 -1.46582
8 C -1.75687 0.47663 -0.29070
9 N 0.57297 -0.47403 -0.09720
10 N 4.52156 0.21330 -1.05693
11 O 5.04865 -0.50256 -1.90476
12 O 5.07633 1.21001 -0.53541
13 O 2.83881 -0.72963 0.10619
14 H 0.78734 -1.60716 2.28190
15 H 1.09994 -3.02776 1.27442
16 H 2.62883 -2.18103 1.90530
17 H -2.64657 1.79900 1.10992
18 H -1.44993 0.72129 1.88171
19 H -0.83251 2.14721 0.71115
20 H -3.04921 -0.89305 0.80349
21 H -3.96600 -0.00594 -0.32999
22 H -2.78999 -1.19294 -0.83955
23 H -0.93574 2.23722 -1.32017
24 H -1.86173 0.83584 -2.35610
25 H -2.66063 2.04833 -1.38317


[4]
C8H12N3 as an isolated structure, computed with ωB97M-V with the def2-TZVPD basis set.

ΔE to the lowest compared entry with this formula, charge and spin   94.1 kcal per mole
HOMO level   -11.32 eV
Charge   +1
Lowest unoccupied orbital energy   -3.35 eV
Kohn-Sham gap   8.0 eV
Maximum force   3.7 eV/A

Element x y z (Å)
1 C -0.55582 -3.00805 -1.30368
2 C 0.39877 -0.76450 -1.07166
3 C -1.20579 -2.79550 -0.14518
4 C 0.23203 -1.96702 -1.84230
5 C -0.12559 -0.64716 0.20576
6 C 0.69464 2.92435 0.79140
7 C -0.42595 3.19412 1.69826
8 C 0.89043 1.69824 1.57223
9 N -0.90954 -1.70001 0.63891
10 N 0.04079 2.07482 2.47087
11 N 0.92322 -2.19409 -2.97709
12 H -0.61058 -3.97134 -1.88238
13 H 0.96049 0.03496 -1.53258
14 H -1.91995 -3.55311 0.17188
15 H 0.73265 2.83010 -0.28467
16 H 1.52053 3.65405 0.89121
17 H -0.54907 4.23469 2.09538
18 H -1.37955 2.79137 1.49395
19 H 1.53734 0.85789 1.41399
20 H -1.55602 -1.58402 1.40078
21 H -0.43572 1.85821 3.34061
22 H 0.31819 -2.61793 -3.72342
23 H 1.42450 -1.35005 -3.42226


[5]
C8H12N3O2 as an isolated structure, computed with ωB97M-V with the def2-TZVPD basis set.

ΔE to the lowest compared entry with this formula, charge and spin   151.7 kcal per mole
HOMO level   -12.03 eV
Charge   +1
Lowest unoccupied orbital energy   -4.18 eV
Kohn-Sham gap   7.8 eV
Maximum force   5.4 eV/A

Element x y z (Å)
1 C -3.17031 -1.07420 0.70013
2 C 1.22031 1.37899 -0.91567
3 C -0.18430 1.13401 0.89781
4 C -3.73912 -0.82039 -0.56826
5 C -2.41641 -1.19898 1.64120
6 C 1.64369 0.04794 -0.84606
7 C 0.80417 -0.79674 0.05441
8 C -3.52772 0.33132 -1.20706
9 N 0.42851 1.93918 0.01794
10 N -0.10380 -0.23897 0.81376
11 N 4.04641 0.27435 0.04015
12 O -1.02514 1.53977 1.71965
13 O 0.95638 -2.07947 -0.04440
14 H 1.59318 2.10600 -1.63792
15 H -4.56433 -1.54901 -0.71624
16 H -1.86100 -1.41787 2.49794
17 H 1.94191 -0.28312 -1.79665
18 H 2.75308 0.15369 -0.33381
19 H -2.88431 1.05873 -0.95717
20 H -3.77287 0.43942 -2.26939
21 H -1.51654 0.81883 2.05511
22 H 4.28559 1.19922 0.47188
23 H 4.57699 0.07399 -0.83794
24 H 4.15392 -0.45876 0.71553
25 H 0.36169 -2.57795 0.50506


[6]
C8H12N3O3S as an isolated structure, computed with ωB97M-V with the def2-TZVPD basis set.

ΔE to the lowest compared entry with this formula, charge and spin   86.8 kcal per mole
HOMO level   -12.05 eV
Charge   +1
Lowest unoccupied orbital energy   -4.35 eV
Kohn-Sham gap   7.7 eV
Maximum force   4.5 eV/A

Element x y z (Å)
1 C 0.33997 -0.22225 0.27337
2 C 1.06516 -1.53675 0.29429
3 C 2.83651 -0.03239 0.00038
4 C -0.97449 -0.16756 0.21636
5 C 5.20424 0.29144 -0.58947
6 C 3.35121 -2.45616 0.13815
7 C -1.73051 1.46686 -1.27802
8 C -3.11197 1.04036 0.84038
9 N 2.38448 -1.33132 0.02219
10 N 3.91824 0.69043 -0.18204
11 N -1.78596 1.08138 0.10788
12 O 3.55794 1.94545 -0.13009
13 O 0.56002 -2.59489 0.48284
14 O 6.05736 1.10745 -0.86330
15 S 1.51567 1.13724 0.27993
16 H -1.65064 -1.02067 0.12494
17 H 5.38852 -0.77296 -0.69337
18 H 3.87109 -2.18206 1.05329
19 H 2.84212 -3.44477 0.00771
20 H 4.07238 -2.35418 -0.67386
21 H -2.24124 0.53753 -1.88930
22 H -2.31013 2.48841 -1.43084
23 H -0.70162 1.61984 -1.46993
24 H -3.94992 0.47640 0.26952
25 H -2.93418 0.84366 1.82931
26 H -3.50135 2.01704 0.81457
27 H -1.25880 1.78179 0.71615


[7]
An isolated ion of composition C8H12N3OS and charge +1, computed with ωB97M-V with the def2-TZVPD basis set.

ΔE to the lowest compared entry with this formula, charge and spin   26.4 kcal per mole
HOMO level   -11.99 eV
Charge   +1
Lowest unoccupied orbital energy   -4.02 eV
Kohn-Sham gap   8.0 eV
Maximum force   3.4 eV/A
SMILES string   Cc1c[nH]/c(=[NH+]\C(=S)NC2CC2)o1

Element x y z (Å)
1 C -1.70574 -1.24741 1.19387
2 C 0.43804 1.36345 -1.86630
3 C 0.62274 0.30412 -2.67557
4 C 0.74747 0.12199 3.38055
5 C 1.03252 -0.03971 1.92308
6 C -0.25930 0.60692 2.31569
7 C -0.52110 -0.32675 -0.86746
8 C 0.87070 0.03469 -4.11284
9 N -0.25054 0.97755 -0.70035
10 N -1.04578 -1.29352 -0.04463
11 N -1.44036 -0.18069 2.05064
12 O 0.00505 -0.78676 -2.02182
13 S -2.68099 -2.50639 1.75518
14 H 0.71246 2.31621 -2.00595
15 H 0.56140 -0.89768 3.92676
16 H 1.28759 0.99796 3.83059
17 H 1.87029 0.59172 1.39808
18 H 1.12629 -1.04279 1.55273
19 H -0.22331 1.67156 2.28762
20 H -0.84497 1.52269 -0.12938
21 H 1.62707 -0.67541 -4.08523
22 H 1.23849 0.92821 -4.52666
23 H 0.06832 -0.38541 -4.59587
24 H -1.05264 -2.13665 -0.64488
25 H -2.18371 0.08209 2.66212


[8]
A 2-piece molecular cluster, C8H12N4 overall, computed with ωB97M-V with the def2-TZVPD basis set.

ΔE to the lowest compared entry with this formula, charge and spin   33.1 kcal per mole
HOMO level   -8.10 eV
Charge   0
Lowest unoccupied orbital energy   0.76 eV
Kohn-Sham gap   8.9 eV
Maximum force   2.2 eV/A
SMILES string   Cc1c[nH]cn1.Cc1c[nH]cn1

Element x y z (Å)
1 C -0.18258 -1.84025 -0.83082
2 C 0.42095 -0.62924 -1.49314
3 C 0.62598 1.39252 -2.24525
4 C 1.67443 -0.48931 -2.03535
5 N -0.20792 0.58786 -1.67698
6 N 1.86956 0.83584 -2.46340
7 H 0.29948 2.31587 -2.69410
8 H -1.20042 -2.04640 -1.07461
9 H -0.02678 -1.71574 0.24638
10 H 2.77295 1.28714 -2.35690
11 H 2.25787 -1.31508 -2.38844
12 H 0.39003 -2.75047 -0.97758
13 C 0.63837 -0.18308 2.78667
14 C -0.61407 0.30082 2.15915
15 C -2.39143 0.07138 1.09342
16 C -0.67894 1.35975 1.29793
17 N -1.71609 -0.51251 2.07967
18 N -1.87362 1.21582 0.57930
19 H -3.16630 -0.52650 0.60756
20 H 1.45793 -0.13388 2.06059
21 H 0.59467 -1.23198 3.13178
22 H -1.97855 1.48566 -0.38425
23 H 0.07817 2.03827 0.96708
24 H 0.95631 0.48350 3.61131


[9]
A 2-piece molecular cluster, C8H12N4 overall, computed with ωB97M-V with the def2-TZVPD basis set.

ΔE to the lowest compared entry with this formula, charge and spin   14.7 kcal per mole
HOMO level   -8.21 eV
Charge   0
Lowest unoccupied orbital energy   0.79 eV
Kohn-Sham gap   9.0 eV
Maximum force   1.3 eV/A
SMILES string   Cc1c[nH]cn1.Cc1c[nH]cn1

Element x y z (Å)
1 C -2.61487 -0.38013 -1.93712
2 C 0.36650 -2.10946 -0.95302
3 C -1.34571 -1.17403 -1.83528
4 C -0.68937 -1.80722 -2.85765
5 N -0.67119 -1.36086 -0.65846
6 N 0.42005 -2.37157 -2.27495
7 H 0.92093 -2.69282 -0.23117
8 H 0.97616 -3.06836 -2.72747
9 H -0.97654 -1.97222 -3.87671
10 H -2.81611 0.15912 -1.01382
11 H -3.41450 -1.09487 -2.11662
12 H -2.56662 0.36257 -2.72975
13 C 1.28547 2.67570 0.51135
14 C 0.38694 0.62699 1.77391
15 C 1.18329 1.71669 1.63225
16 C 1.54148 0.95846 3.60322
17 N 0.52877 0.20179 3.07863
18 N 1.89985 1.91994 2.80369
19 H -0.36542 0.28005 1.09694
20 H 0.31056 -0.71267 3.43672
21 H 0.92407 2.29400 -0.44618
22 H 2.29628 3.04680 0.38221
23 H 1.73670 0.93205 4.66383
24 H 0.68326 3.57005 0.67545


[10]
A 4-piece molecular cluster, C8H12N4 overall, computed with ωB97M-V with the def2-TZVPD basis set.

ΔE to the lowest compared entry with this formula, charge and spin   41.9 kcal per mole
HOMO level   -10.80 eV
Charge   0
Lowest unoccupied orbital energy   0.79 eV
Kohn-Sham gap   11.6 eV
Maximum force   0.8 eV/A
SMILES string   CC#N.CC#N.CC#N.CC#N

Element x y z (Å)
1 C -1.47614 -1.97823 -5.42018
2 C -1.58289 -1.85978 -3.96501
3 N -1.64541 -1.77784 -2.82449
4 H -2.42404 -2.33995 -5.81463
5 H -0.71967 -2.73105 -5.64552
6 H -1.18919 -1.05512 -5.91247
7 C -0.03322 -0.45438 0.03248
8 C 0.69735 0.61765 -0.65406
9 N 1.29846 1.43899 -1.18421
10 H -0.25655 -1.23126 -0.69542
11 H -0.94744 -0.07817 0.47988
12 H 0.60564 -0.84722 0.82027
13 C -0.89974 -2.58009 5.63484
14 C -0.73676 -1.89839 4.35166
15 N -0.62047 -1.35620 3.35048
16 H -0.63982 -3.63018 5.51162
17 H -1.92844 -2.51148 5.98102
18 H -0.25223 -2.13235 6.38529
19 C 2.42192 4.60862 -0.43194
20 C 1.59286 4.05528 0.64861
21 N 0.93095 3.59329 1.46513
22 H 1.86910 5.35915 -0.99174
23 H 2.60231 3.78450 -1.12367
24 H 3.33343 5.00422 0.00207